The following is a DFT calculation (ωB97M-V with the def2-TZVPD basis set) of a cluster of 10 separate species, C30H72BFN10O15S in total.

Geometry as ORCA input:
```
! wB97M-V def2-TZVPD RIJCOSX def2/J DEFGRID3
* xyz 0 1
O 3.646 -2.528 3.781
S 3.101 -2.095 2.541
O 2.286 -3.009 1.832
F 4.300 -1.672 1.640
N 2.371 -0.620 2.683
C 3.292 0.354 3.358
C 3.456 1.604 2.513
C 4.575 2.473 3.136
O 4.854 2.128 4.486
O 1.258 -0.889 3.536
B 0.187 -0.016 3.218
O -0.613 0.333 4.279
O -0.098 0.381 1.954
H 4.264 -0.105 3.522
H 2.902 0.551 4.352
H 3.783 1.303 1.522
H 2.494 2.102 2.446
H 5.483 2.353 2.553
H 4.308 3.534 3.080
H 4.057 2.278 5.011
H -0.874 -0.423 4.815
H 0.538 0.978 1.506
C -1.154 -1.815 -2.104
O -0.672 -0.696 -2.114
N -0.942 -2.748 -1.166
C -1.555 -4.061 -1.235
C -0.070 -2.435 -0.040
H -1.832 -2.167 -2.904
H -2.181 -4.232 -0.362
H -0.787 -4.836 -1.271
H -2.173 -4.136 -2.128
H -0.460 -1.583 0.518
H 0.925 -2.174 -0.393
H 0.000 -3.300 0.612
C 0.198 3.284 0.652
O 1.233 2.643 0.826
N 0.112 4.600 0.847
C -1.121 5.329 0.614
C 1.300 5.310 1.294
H -0.738 2.820 0.310
H -0.971 6.078 -0.162
H -1.446 5.827 1.531
H -1.894 4.644 0.286
H 2.113 5.188 0.579
H 1.641 4.920 2.253
H 1.060 6.366 1.398
C 7.149 -0.602 3.715
O 7.486 0.559 3.599
N 7.426 -1.397 4.765
C 6.982 -2.773 4.828
C 8.187 -0.832 5.864
H 6.569 -1.111 2.924
H 6.328 -2.931 5.688
H 7.835 -3.452 4.907
H 6.421 -3.015 3.929
H 7.665 0.027 6.288
H 9.163 -0.488 5.519
H 8.322 -1.592 6.630
C -5.018 -1.113 -6.174
O -5.601 -1.792 -6.999
N -3.681 -1.047 -6.050
C -3.035 -0.225 -5.044
C -2.863 -1.833 -6.959
H -5.551 -0.484 -5.441
H -2.389 0.515 -5.519
H -2.427 -0.841 -4.383
H -3.787 0.290 -4.451
H -3.054 -1.544 -7.993
H -3.094 -2.894 -6.862
H -1.815 -1.667 -6.723
C 4.879 2.289 -1.380
O 5.014 2.742 -0.261
N 5.034 0.990 -1.701
C 4.863 0.501 -3.051
C 5.380 0.058 -0.639
H 4.617 2.919 -2.248
H 4.062 -0.239 -3.097
H 5.784 0.040 -3.417
H 4.606 1.331 -3.707
H 4.612 0.076 0.127
H 6.326 0.345 -0.177
H 5.463 -0.945 -1.051
C 2.708 1.329 7.748
O 3.039 1.671 6.628
N 3.585 1.066 8.729
C 3.170 0.659 10.054
C 5.003 1.198 8.426
H 1.655 1.202 8.046
H 3.518 1.372 10.804
H 3.570 -0.326 10.299
H 2.083 0.613 10.095
H 5.234 2.216 8.112
H 5.281 0.530 7.611
H 5.578 0.951 9.315
C -4.450 -4.707 1.009
O -4.101 -5.802 0.614
N -5.714 -4.372 1.327
C -6.066 -3.046 1.790
C -6.750 -5.383 1.195
H -3.739 -3.874 1.148
H -6.502 -3.088 2.790
H -6.788 -2.580 1.117
H -5.173 -2.425 1.826
H -6.528 -6.242 1.829
H -6.812 -5.735 0.166
H -7.704 -4.953 1.489
C -10.915 -3.122 -8.128
O -11.054 -3.459 -6.968
N -9.866 -2.424 -8.601
C -9.759 -2.050 -9.993
C -8.809 -2.037 -7.678
H -11.658 -3.367 -8.907
H -8.860 -2.478 -10.442
H -9.714 -0.964 -10.101
H -10.628 -2.417 -10.537
H -8.361 -2.918 -7.222
H -9.216 -1.415 -6.880
H -8.039 -1.489 -8.212
C -2.390 4.817 -3.148
O -2.233 4.715 -1.945
N -1.395 4.699 -4.044
C -1.617 4.827 -5.469
C -0.054 4.428 -3.550
H -3.374 5.014 -3.605
H -1.338 3.908 -5.988
H -1.029 5.650 -5.880
H -2.671 5.025 -5.656
H -0.033 3.492 -2.992
H 0.276 5.224 -2.882
H 0.627 4.361 -4.395
*
```

## Properties
frontier orbital gap = 9.23 eV
HOMO level = -8.9034 eV

Here are the Mulliken charges for atoms 1 to 6, given in e: -0.596 0.955 -0.580 -0.063 0.795 -1.164


The following is a DFT calculation (ωB97M-V with the def2-TZVPD basis set) of a structure of composition C30H73F2N8O9S2V.

Geometry as ORCA input:
```
! wB97M-V def2-TZVPD RIJCOSX def2/J DEFGRID3
* xyz 0 3
O 4.170 0.127 -1.915
V 3.685 1.412 -1.117
N 1.805 0.980 -0.325
S 1.085 -0.524 0.136
O -0.149 -0.942 -0.561
O 1.252 -0.849 1.553
F 2.307 -1.280 -0.514
S 0.537 1.709 0.178
O 0.425 1.911 1.641
O -0.685 1.793 -0.649
F 1.310 3.123 -0.206
C -7.330 -0.865 -3.709
C -5.758 -0.946 -3.881
N -5.197 -0.744 -2.538
C -3.695 -1.129 -2.468
C -2.568 -0.251 -3.083
C -5.434 0.561 -1.965
C -4.696 0.596 -0.575
H -7.798 -1.395 -2.879
H -7.776 -1.306 -4.600
H -7.642 0.178 -3.765
H -5.509 -1.960 -4.193
H -5.478 -0.136 -4.555
H -3.438 -2.159 -2.717
H -3.273 -1.051 -1.466
H -1.675 -0.412 -2.478
H -2.816 0.804 -2.970
H -2.382 -0.440 -4.140
H -5.147 1.423 -2.568
H -6.473 0.885 -1.918
H -4.914 -0.192 0.146
H -3.627 0.810 -0.553
H -4.879 1.605 -0.205
C 0.108 -7.464 0.148
C 1.013 -6.262 -0.350
N 0.366 -4.933 -0.133
C -1.015 -4.587 -0.621
C -1.033 -4.799 -2.211
C 0.678 -4.317 1.217
C 2.025 -4.486 1.774
H -0.931 -7.594 -0.155
H 0.199 -7.494 1.233
H 0.409 -8.447 -0.214
H 1.991 -6.365 0.121
H 1.356 -6.381 -1.378
H -1.753 -5.225 -0.135
H -1.322 -3.544 -0.546
H -0.342 -4.113 -2.702
H -0.767 -5.787 -2.585
H -2.071 -4.634 -2.497
H -0.081 -4.584 1.952
H 0.559 -3.238 1.110
H 2.128 -3.773 2.592
H 2.912 -4.458 1.142
H 1.989 -5.444 2.292
C -1.731 3.864 4.830
C -1.934 2.771 3.715
N -3.337 2.706 3.245
C -3.800 3.912 2.506
C -3.198 4.035 1.097
C -4.335 2.169 4.190
C -3.915 0.932 5.042
H -2.133 4.820 4.494
H -0.691 4.010 5.121
H -2.338 3.556 5.682
H -1.208 2.725 2.904
H -1.745 1.735 3.998
H -4.880 3.994 2.383
H -3.518 4.746 3.150
H -3.640 3.145 0.649
H -3.584 4.938 0.625
H -2.111 3.966 1.053
H -5.207 1.766 3.676
H -4.541 3.012 4.851
H -3.278 0.194 4.553
H -4.689 0.454 5.643
H -3.156 1.154 5.793
C 4.807 -3.266 -3.549
O 4.357 -2.108 -3.439
N 4.038 -4.364 -3.374
C 2.746 -4.278 -2.712
C 4.620 -5.703 -3.480
H 5.778 -3.465 -4.029
H 2.189 -3.361 -2.521
H 2.910 -4.633 -1.694
H 2.142 -5.085 -3.126
H 5.028 -6.224 -2.614
H 3.837 -6.309 -3.935
H 5.452 -5.699 -4.184
C 4.607 4.171 0.931
O 3.968 3.433 0.173
N 4.029 5.013 1.752
C 4.819 6.042 2.302
C 2.664 4.995 2.177
H 5.697 4.181 1.086
H 5.861 6.149 2.000
H 4.902 5.735 3.344
H 4.476 7.053 2.079
H 2.524 5.452 3.156
H 1.943 5.371 1.451
H 2.428 3.941 2.325
C 2.237 3.621 -3.024
O 2.890 2.612 -2.760
N 1.009 3.454 -3.565
C 0.454 2.200 -4.067
C 0.074 4.571 -3.600
H 2.460 4.690 -2.884
H 0.855 1.691 -4.943
H -0.553 2.243 -4.482
H 0.376 1.526 -3.214
H 0.470 5.500 -3.189
H -0.210 4.749 -4.637
H -0.778 4.205 -3.028
C 4.454 -0.132 1.763
O 4.610 0.621 0.791
N 4.063 0.254 2.998
C 4.114 -0.625 4.178
C 3.770 1.633 3.408
H 4.625 -1.216 1.854
H 3.183 -0.438 4.713
H 5.018 -0.263 4.668
H 4.197 -1.692 3.969
H 3.839 1.705 4.494
H 4.581 2.231 2.994
H 2.756 1.810 3.051
*
```

## Properties
<S²> = 2.0332
frontier orbital gap (alpha / beta) = 6.20 / 7.42 eV
HOMO level (alpha / beta) = -6.3442 / -7.4903 eV

Here are the Mulliken charges for atoms 1 to 6, given in e: -0.683 1.129 1.338 0.222 -0.421 -0.527


The following is a DFT calculation (ωB97M-V with the def2-TZVPD basis set) of a cluster of 8 separate species, C30H74N2O8 in total.

Geometry as ORCA input:
```
! wB97M-V def2-TZVPD RIJCOSX def2/J DEFGRID3
* xyz 0 1
C -3.040 2.495 0.674
C -1.877 1.570 0.971
C -1.013 1.395 -0.246
O -1.117 2.096 2.012
H -3.626 2.579 1.590
H -3.706 2.122 -0.104
H -2.695 3.474 0.339
H -2.196 0.564 1.249
H -0.276 0.652 0.057
H -0.614 2.346 -0.597
H -1.660 0.993 -1.025
H -0.920 3.032 1.906
C -6.304 0.241 -3.299
C -4.995 0.692 -2.701
C -3.976 -0.395 -2.534
O -4.507 1.863 -3.314
H -7.089 0.994 -3.224
H -6.665 -0.698 -2.881
H -6.278 0.154 -4.386
H -5.280 0.900 -1.669
H -3.265 -0.214 -1.728
H -3.320 -0.539 -3.394
H -4.385 -1.374 -2.284
H -4.040 1.694 -4.138
C -1.543 3.075 -5.791
C -1.553 1.578 -5.964
C -0.858 0.828 -4.790
O -2.831 1.037 -5.776
H -1.822 3.571 -6.720
H -0.588 3.280 -5.304
H -2.172 3.442 -4.979
H -1.141 1.349 -6.948
H -1.109 -0.228 -4.699
H -0.966 1.429 -3.887
H 0.192 0.881 -5.077
H -3.365 1.069 -6.574
C 2.904 0.754 -1.869
C 2.870 1.988 -2.716
C 2.437 3.244 -1.902
O 4.211 2.049 -3.185
H 1.934 0.540 -1.421
H 3.724 0.739 -1.151
H 3.056 -0.111 -2.515
H 2.160 1.826 -3.529
H 2.678 4.118 -2.507
H 2.896 3.398 -0.924
H 1.401 3.237 -1.565
H 4.264 2.898 -3.634
C 5.730 1.603 4.395
C 4.403 2.328 4.589
C 4.051 3.190 3.376
C 3.753 2.383 2.097
C 2.570 1.464 2.323
C 2.701 0.595 3.639
N 3.321 1.338 4.792
O 3.506 0.583 5.890
C 1.251 0.257 3.976
C 3.458 -0.733 3.243
C 4.472 3.245 5.813
H 5.921 0.851 5.161
H 6.604 2.247 4.296
H 5.672 1.068 3.447
H 3.227 3.891 3.513
H 4.866 3.859 3.092
H 4.638 1.826 1.790
H 3.462 3.079 1.309
H 2.610 0.748 1.502
H 1.648 2.027 2.170
H 1.264 -0.414 4.834
H 0.671 1.116 4.315
H 0.728 -0.100 3.090
H 4.409 -0.454 2.790
H 3.723 -1.263 4.159
H 2.950 -1.431 2.577
H 3.662 3.976 5.820
H 5.359 3.875 5.726
H 4.613 2.674 6.730
H 4.086 -0.135 5.616
C -2.775 -2.607 0.637
C -1.573 -3.304 -0.125
C -0.436 -3.433 0.932
C 0.673 -4.400 0.495
C 0.008 -5.765 0.291
C -1.089 -5.785 -0.776
N -2.030 -4.651 -0.539
O -3.113 -4.641 -1.327
C -0.387 -5.837 -2.195
C -1.820 -7.102 -0.609
C -1.148 -2.352 -1.253
H -2.522 -1.747 1.258
H -3.150 -3.445 1.225
H -3.630 -2.447 -0.020
H 0.038 -2.458 1.056
H -0.815 -3.692 1.920
H 1.369 -4.506 1.328
H 1.280 -3.990 -0.314
H -0.408 -6.089 1.247
H 0.844 -6.396 -0.012
H 0.381 -6.607 -2.281
H -1.102 -6.104 -2.974
H -0.011 -4.878 -2.552
H -2.756 -7.188 -1.159
H -1.251 -8.022 -0.744
H -2.124 -7.266 0.425
H -1.871 -2.150 -2.043
H -0.348 -2.846 -1.805
H -0.693 -1.464 -0.814
H -2.758 -4.205 -2.108
O -2.407 1.039 4.107
H -3.300 1.382 4.057
H -1.987 1.335 3.297
O -0.634 4.848 2.226
H -1.023 5.708 2.059
H -0.695 4.736 3.176
*
```

## Properties
frontier orbital gap = 8.24 eV
HOMO level = -7.9796 eV

Here are the Mulliken charges for atoms 1 to 6, given in e: -1.257 0.939 0.193 -0.134 0.356 0.065


Number 1: M 874.84 g mol⁻¹, calculated total energy -92122.1994 eV. Number 2: M 843.04 g mol⁻¹, calculated total energy -115427.8948 eV. Number 3: M 590.93 g mol⁻¹, calculated total energy -51665.8570 eV.